Entry 1:
{
  "formula": "C4H12NO2",
  "method": "ωB97M-V/def2-TZVPD",
  "symbols": ["C", "C", "C", "C", "N", "H", "H", "H", "H", "H", "H", "H", "H", "H", "H", "O", "H", "H", "O"],
  "xyz": [[1.50228, 1.34564, 0.23750], [0.29789, 1.32654, -0.67889], [-0.01295, 1.99742, -1.76938], [-0.72605, -0.73333, -0.00728], [-0.86344, 0.54509, -0.14282], [1.05541, 1.23611, 1.22989], [2.01663, 2.29604, 0.25301], [2.24363, 0.57268, 0.04138], [-0.99744, 2.11860, -2.21471], [0.74078, 2.47042, -2.38128], [-1.46819, -1.43290, -0.38585], [0.33483, -0.98290, -0.00761], [-1.45731, 1.22916, 0.35416], [0.39778, -6.18667, -0.93827], [1.68232, -5.46585, -0.60967], [0.74618, -5.31818, -0.71469], [-2.48044, 2.09346, 2.44395], [-1.37939, 1.21541, 3.03817], [-1.63250, 1.67324, 2.25239]],
  "forces_ev_per_angstrom": [[-0.5, -0.2, -0.1], [0.0, 0.1, 0.9], [0.2, 0.2, -0.7], [0.8, 1.4, -2.1], [1.2, 0.6, 0.7], [0.5, -0.2, 0.1], [0.0, 0.3, -0.4], [-0.1, -0.1, 0.1], [-0.1, -0.6, 0.3], [0.3, 0.3, 0.4], [-0.6, -0.3, 1.8], [-0.2, -0.8, -0.4], [-1.4, -0.9, -0.6], [-0.1, 0.0, 0.0], [0.5, 0.0, 0.1], [-0.4, 0.1, 0.0], [0.1, 0.0, 0.1], [0.2, -0.5, 0.9], [-0.5, 0.6, -1.1]],
  "total_charge": 1,
  "relative_energy_ev": 3.753
}

***

Entry 2:
{
  "formula": "C3H4O2S",
  "method": "ωB97M-V/def2-TZVPD",
  "symbols": ["C", "C", "C", "S", "O", "O", "H", "H", "H", "H"],
  "xyz": [[0.28083, -0.03830, -0.66102], [-1.00840, 0.11660, 0.00072], [-1.58890, 0.68177, 1.10901], [-2.80018, -0.05062, 0.05090], [-3.42429, -1.23572, 0.59992], [-3.66992, 0.70947, -0.92031], [0.66585, -1.14570, -0.73156], [1.11163, 0.59311, -0.12451], [0.16672, 0.33412, -1.64825], [-1.14538, 1.34773, 1.89946]],
  "forces_ev_per_angstrom": [[2.5, -1.1, 1.2], [-2.7, 0.2, 1.9], [1.1, 0.2, -1.9], [-0.7, 1.3, -1.0], [0.6, 0.2, -0.3], [2.6, -1.3, 2.3], [-0.9, 2.1, 0.2], [-1.6, -1.2, -0.9], [0.1, 0.3, -1.1], [-1.0, -0.8, -0.6]],
  "relative_energy_ev": 4.013
}

***

Entry 3:
{
  "formula": "C36H54O18",
  "method": "ωB97M-V/def2-TZVPD",
  "symbols": ["O", "C", "O", "C", "C", "C", "H", "H", "H", "H", "H", "H", "O", "C", "O", "C", "C", "C", "H", "H", "H", "H", "H", "H", "O", "C", "O", "C", "C", "C", "H", "H", "H", "H", "H", "H", "O", "C", "O", "C", "C", "C", "H", "H", "H", "H", "H", "H", "O", "C", "O", "C", "C", "C", "H", "H", "H", "H", "H", "H", "O", "C", "O", "C", "C", "C", "H", "H", "H", "H", "H", "H", "O", "C", "O", "C", "C", "C", "H", "H", "H", "H", "H", "H", "O", "C", "O", "C", "C", "C", "H", "H", "H", "H", "H", "H", "O", "C", "O", "C", "C", "C", "H", "H", "H", "H", "H", "H"],
  "xyz": [[-0.62875, 0.77693, 4.24759], [0.24307, -0.02697, 4.12184], [1.36755, -0.01101, 4.86343], [2.33565, -0.87599, 4.33709], [1.50225, -1.94913, 3.56905], [0.29541, -1.15287, 3.08320], [2.97835, -1.29763, 5.10533], [2.92152, -0.30374, 3.60506], [1.15222, -2.69179, 4.28937], [2.12043, -2.46455, 2.83630], [-0.68624, -1.60196, 3.21261], [0.49508, -0.76466, 2.08819], [-0.21947, -0.64654, -6.81412], [-0.81676, -0.94921, -5.81085], [-0.20815, -0.87664, -4.61112], [-1.00318, -1.57982, -3.65222], [-2.41853, -1.41847, -4.17412], [-2.25509, -1.40905, -5.69046], [-0.88188, -1.15614, -2.65313], [-0.74955, -2.61858, -3.44127], [-2.87494, -0.53163, -3.73214], [-3.11545, -2.21285, -3.89373], [-2.93010, -0.79491, -6.28029], [-2.21729, -2.37427, -6.20439], [-3.29755, 4.83334, -4.04754], [-3.23890, 3.67285, -4.27264], [-2.78257, 3.17091, -5.47182], [-2.62312, 1.77662, -5.48504], [-3.03740, 1.26147, -4.10982], [-3.55766, 2.52014, -3.33533], [-1.61660, 1.44128, -5.73741], [-3.37334, 1.43440, -6.20623], [-2.21494, 0.81250, -3.55747], [-3.88705, 0.59045, -4.19645], [-3.05735, 2.72869, -2.39576], [-4.62344, 2.31612, -3.29127], [-2.35258, -1.04389, -1.56767], [-1.60988, -0.37563, -0.91702], [-0.30163, -0.20893, -1.20806], [0.38288, 0.33574, -0.09412], [-0.66257, 1.09039, 0.74981], [-1.93232, 0.33276, 0.38588], [1.20309, 0.98063, -0.41561], [0.92108, -0.40454, 0.50740], [-0.81518, 2.06779, 0.30092], [-0.46012, 1.06847, 1.81633], [-2.85902, 0.89862, 0.34790], [-2.06473, -0.46649, 1.12433], [-3.47612, -0.98702, 6.67329], [-3.56580, -0.28905, 5.71556], [-3.39612, -0.76760, 4.43143], [-4.04909, 0.00009, 3.41487], [-4.25084, 1.31975, 4.13609], [-4.39048, 0.99866, 5.63432], [-5.03319, -0.42581, 3.20903], [-3.48920, 0.05193, 2.49144], [-5.06125, 1.84775, 3.62687], [-3.38184, 1.98247, 4.14810], [-5.42512, 0.76492, 5.88076], [-3.94700, 1.72475, 6.30908], [1.69603, 7.17848, 1.35843], [1.56897, 6.00123, 1.46727], [0.38674, 5.42940, 1.75031], [0.48070, 3.99781, 1.75085], [1.97009, 3.63582, 1.83679], [2.59884, 4.89222, 1.22246], [-0.05643, 3.73384, 0.84855], [0.01343, 3.58484, 2.64571], [2.07083, 2.86295, 1.07800], [2.41258, 3.44896, 2.80883], [2.71731, 4.72946, 0.15338], [3.47942, 5.24699, 1.75547], [3.63611, 0.36643, -0.13594], [4.43779, 0.96169, 0.52854], [4.41216, 2.29570, 0.69758], [5.47718, 2.80763, 1.51833], [6.41279, 1.61716, 1.59611], [5.56036, 0.39434, 1.34395], [5.16365, 3.00020, 2.54826], [6.05443, 3.64720, 1.14359], [7.15150, 1.53358, 2.38836], [6.95421, 1.63026, 0.63953], [5.23082, -0.15497, 2.23068], [6.17564, -0.31550, 0.79109], [-2.66433, -2.42185, 1.26858], [-1.87173, -2.93283, 0.54696], [-0.51793, -2.68108, 0.72513], [0.29399, -3.43132, -0.21953], [-0.70912, -3.67551, -1.33896], [-2.01770, -3.82986, -0.65916], [0.62233, -4.31846, 0.32217], [1.13434, -2.85948, -0.60856], [-0.36258, -4.46856, -2.00736], [-0.72919, -2.81116, -2.00778], [-2.38443, -4.83235, -0.44378], [-2.75830, -3.35700, -1.31021], [1.13721, -5.49173, -2.36757], [1.64561, -4.45020, -2.10160], [0.93580, -3.28778, -2.22852], [1.77153, -2.15226, -2.12036], [3.00822, -2.67120, -1.34636], [3.03451, -4.18698, -1.57260], [1.43158, -1.30813, -1.51150], [1.97218, -1.61521, -3.05044], [2.87832, -2.47643, -0.28229], [3.94058, -2.19637, -1.64610], [3.36797, -4.69479, -0.67120], [3.75678, -4.49826, -2.33043]],
  "forces_ev_per_angstrom": [[-0.3, 0.4, 0.3], [0.4, -0.1, -1.1], [-0.3, 0.8, 1.0], [-0.3, -1.0, -1.5], [0.2, -0.2, 0.9], [0.6, 0.4, 1.2], [-0.1, 0.2, 0.1], [0.2, -0.1, 0.2], [0.2, -0.1, 0.0], [-0.2, 0.1, -0.3], [0.1, -0.4, -0.7], [-0.5, 0.0, 0.3], [-0.4, -0.1, 0.4], [0.7, 0.9, -1.5], [0.3, -0.8, 0.1], [-0.6, 0.2, 0.6], [-1.4, -1.5, 0.2], [1.0, 0.2, 0.2], [0.4, 0.1, -2.0], [0.4, 0.0, -1.8], [0.6, -1.8, -0.7], [0.4, -0.3, 0.2], [0.1, 0.2, 0.1], [-0.4, -0.3, 0.5], [-0.1, 0.7, -0.1], [0.3, -1.1, -0.4], [0.4, 1.4, 0.5], [-1.1, -0.7, 0.1], [-0.3, 2.1, 1.3], [0.5, -0.8, -1.6], [-0.1, 0.5, -0.3], [0.6, -0.3, -0.2], [0.0, 0.5, -0.2], [0.2, 0.0, 0.0], [-0.4, -0.2, 0.2], [-0.2, 0.9, 0.7], [-0.9, 0.2, 0.5], [-0.7, 0.8, 1.8], [0.1, 0.1, 0.2], [0.9, 1.3, 1.2], [-0.6, -0.3, -1.4], [0.4, -0.8, 0.6], [-0.3, 0.1, -0.5], [-0.5, -0.5, -0.5], [0.5, 0.3, 0.5], [0.0, 0.5, -0.1], [0.1, 0.1, -0.2], [-0.2, 0.0, -0.3], [1.3, -0.1, 0.4], [-3.0, -0.5, -1.4], [1.0, -1.0, 0.2], [-0.2, 0.6, 1.8], [0.1, 1.6, 0.0], [0.5, -0.4, -1.1], [0.1, -0.3, 0.0], [0.3, -0.1, 0.2], [-0.1, 0.2, 0.6], [0.2, -0.2, -0.9], [0.1, -0.1, 0.4], [-0.3, 0.2, -0.1], [0.3, 0.4, 0.1], [-0.1, -0.7, -0.8], [-0.3, 0.1, 0.8], [0.1, 0.5, 1.4], [-0.3, 0.8, -2.2], [-0.3, 0.4, 0.9], [0.3, -0.6, 0.0], [-0.6, 0.2, -0.2], [0.6, -0.6, 0.8], [-0.5, -0.5, 0.1], [0.4, 0.5, 0.0], [0.4, -0.3, -0.6], [-0.1, 0.3, -0.1], [0.0, -0.5, 0.5], [-0.2, 1.2, -0.5], [0.8, -1.5, 1.5], [1.0, -0.5, -1.5], [0.7, -0.6, 0.5], [-0.7, 0.4, -0.3], [-0.8, 0.3, -0.6], [-0.3, 0.3, 0.2], [0.5, 0.4, 0.4], [-0.4, 0.3, 0.0], [-0.5, -0.2, -0.2], [-0.7, 0.0, 0.4], [1.4, -0.7, -0.2], [-0.3, 0.2, 0.4], [-2.1, 0.6, 1.8], [-1.9, -1.1, 0.7], [-1.5, 0.5, -0.2], [0.1, -0.3, -0.2], [-1.4, 0.0, 3.0], [-2.1, -0.4, 0.9], [-1.2, -0.5, 1.9], [0.3, -0.1, 0.4], [-0.3, -0.2, 0.3], [0.2, -0.7, -0.3], [1.1, -0.2, -0.2], [6.8, 0.7, -6.4], [2.5, 1.3, 0.3], [1.0, -0.1, -0.4], [0.4, 1.0, -0.3], [-1.0, -0.9, -0.1], [0.1, -0.9, -0.5], [0.2, 0.1, -0.1], [-0.1, 0.1, -0.1], [-0.7, -0.4, 0.0], [-0.2, 0.1, -0.2]],
  "relative_energy_ev": 9.099
}